(1)
79
Properties=species:S:1:pos:R:3 method="wB97M-V/def2-TZVPD" total_charge=+3 e_homo_ev="-13.28 / -16.64" max_force_ev_per_a=2.57 de_lowest_ev=0.0000 spin_multiplicity=5 lumo_ev="-7.592 / -11.846"
Rh 0.16577 0.09830 0.11570
P 0.41275 -1.92564 -0.81371
P 2.34543 -0.01510 0.98855
P -2.12436 0.44795 -0.48319
H 1.76934 1.90285 -1.30280
C 0.71048 1.88800 -1.02616
C 0.31322 2.28871 0.27873
H 1.05805 2.58077 1.01983
C 1.17987 -1.63015 -2.43180
C 1.48669 -3.24710 -0.16263
C -1.08796 -2.90019 -1.17168
C 2.96848 1.43093 1.93913
C 2.69280 -1.31094 2.23375
C 3.64388 -0.18163 -0.28893
C -2.88115 2.08978 -0.13588
C -3.43169 -0.66548 0.14312
C -2.35288 0.40815 -2.28463
H 0.01044 2.00500 -1.86256
H -0.67299 2.72349 0.44375
H 1.30656 -2.58606 -2.96265
H 2.14726 -1.12659 -2.33047
H 0.51823 -0.95399 -2.97570
H 1.44067 -4.09147 -0.86643
H 1.11534 -3.58707 0.81219
H 2.52855 -2.92319 -0.08165
H -0.78479 -3.83729 -1.66680
H -1.77716 -2.35503 -1.82696
H -1.58431 -3.14859 -0.22244
H 3.98511 1.21451 2.30425
H 2.31808 1.62304 2.80278
H 3.01438 2.32481 1.30626
H 3.77461 -1.31248 2.44735
H 2.40739 -2.30950 1.88824
H 2.14171 -1.09672 3.16107
H 4.61969 0.06225 0.15010
H 3.46022 0.51561 -1.11315
H 3.69375 -1.19724 -0.69110
H -3.91370 2.07560 -0.51672
H -2.33439 2.89114 -0.64946
H -2.89370 2.27645 0.94480
H -4.35346 -0.43895 -0.41253
H -3.60015 -0.47800 1.21018
H -3.17068 -1.71631 -0.01012
H -3.27909 0.93045 -2.55578
H -2.40324 -0.61744 -2.65843
H -1.51329 0.90897 -2.77186
C -0.81199 0.61789 -5.57340
C -0.04971 0.35355 -6.72738
C -0.05194 1.31788 -7.74920
C -0.78268 2.51360 -7.60326
C -1.55824 2.73127 -6.45628
C -1.61657 1.76100 -5.44568
O -0.73562 -0.20650 -4.47916
H -0.07532 -0.91827 -4.61082
H 0.55654 -0.55637 -6.79264
H 0.53655 1.13768 -8.64946
H -0.73252 3.28499 -8.38034
H -2.11569 3.66233 -6.32509
H -2.21294 1.90282 -4.54323
C -0.61034 2.16207 3.86590
N -0.22993 0.96070 4.61320
C -0.54755 1.00953 6.04483
C -0.29493 -0.24531 3.97865
S -0.98769 -0.35256 2.40457
N 0.01262 -1.38048 4.65286
C 0.99282 -1.39094 5.74168
C -0.31306 -2.67589 4.05565
H -0.48962 3.02838 4.52496
H -1.65932 2.09915 3.52173
H 0.03348 2.30035 2.98808
H -1.18852 0.16422 6.32094
H 0.36537 1.00172 6.65307
H -1.07974 1.93764 6.27051
H 0.50487 -1.42773 6.72461
H 1.62033 -2.28258 5.64623
H 1.64150 -0.51313 5.69510
H -1.36589 -2.70667 3.76492
H 0.28793 -2.87030 3.15952
H -0.11192 -3.45463 4.79538


(2)
11
Properties=species:S:1:pos:R:3 method="wB97M-V/def2-TZVPD" smiles="C=NSC(=S)NO" e_homo_ev=-8.76 max_force_ev_per_a=5.64 de_lowest_ev=4.8532 spin_multiplicity=1 lumo_ev=-0.234
C -0.83576 -2.21941 1.05996
N -0.26386 -1.38050 0.16361
S -1.40507 -0.06417 -0.19503
C -0.30577 1.12259 -0.76843
S -0.64505 2.56305 -1.55738
N 0.92049 0.92361 -0.23593
O 1.76979 1.92932 -0.33673
H -1.99392 -2.39833 1.65956
H 0.07407 -3.13520 1.03599
H 1.26326 0.05013 0.19975
H 1.42181 2.60890 -1.02538


(3)
83
Properties=species:S:1:pos:R:3 method="wB97M-V/def2-TZVPD" smiles="C[C@H]1COC(=O)O1.C[C@H]1COC(=O)O1.C[C@H]1COC(=O)O1.C[C@H]1COC(=O)O1.C[C@H]1COC(=O)O1.CO.CO.CO" e_homo_ev=-9.49 max_force_ev_per_a=2.37 de_lowest_ev=0.5398 spin_multiplicity=1 lumo_ev=-0.382
C -9.35851 2.76218 -10.97913
C -9.34319 1.63119 -9.96231
C -10.73792 1.25912 -9.47475
O -10.47983 -0.09977 -9.12834
C -9.56335 -0.61419 -9.97002
O -9.44050 -1.76581 -10.22041
O -8.87033 0.41448 -10.51707
H -8.30523 2.97851 -11.19034
H -9.72953 3.70030 -10.56118
H -9.91477 2.56015 -11.89248
H -8.75589 1.97484 -9.10637
H -11.44807 1.29858 -10.30638
H -11.07032 1.80342 -8.59766
C -14.60643 12.32904 -8.53290
C -14.53282 10.95087 -7.89089
C -15.61391 10.75592 -6.80672
O -16.26038 9.55496 -7.19145
C -15.76427 9.09879 -8.35264
O -16.12821 8.09489 -8.87592
O -14.72288 9.86214 -8.75988
H -15.51808 12.44422 -9.13131
H -13.91170 12.42552 -9.37746
H -14.42809 13.19696 -7.90434
H -13.57606 10.92383 -7.36361
H -16.32868 11.57967 -6.84994
H -15.19305 10.73183 -5.80330
C -11.39486 11.32010 -4.57271
C -11.32152 12.78362 -5.04617
C -12.40992 13.68611 -4.42166
O -11.69186 14.86299 -4.07632
C -10.38795 14.67824 -4.16345
O -9.52276 15.43401 -3.86146
O -10.11710 13.44035 -4.67654
H -12.16805 10.79801 -5.12866
H -11.59793 11.42602 -3.50976
H -10.40687 10.91580 -4.78363
H -11.36620 12.90854 -6.13203
H -12.97575 13.29374 -3.57348
H -13.21812 13.91251 -5.12153
C -12.17996 8.25002 -6.82971
C -12.70882 6.85215 -7.07574
C -12.94598 6.54101 -8.58055
O -12.10112 5.40343 -8.74883
C -11.30940 5.17264 -7.68449
O -10.38393 4.41991 -7.74001
O -11.74709 5.90553 -6.62901
H -12.85932 9.09532 -6.90878
H -11.40770 8.51241 -7.56411
H -11.64746 8.31355 -5.87912
H -13.71699 6.69815 -6.68603
H -12.65318 7.36493 -9.22931
H -13.92959 6.10798 -8.75291
C -6.31729 5.95675 -11.08212
C -6.38574 6.22652 -9.58701
C -7.70758 5.81544 -8.95108
O -7.30035 5.16635 -7.75842
C -6.03776 4.70428 -7.91362
O -5.51856 3.82498 -7.31114
O -5.50408 5.23752 -9.01388
H -7.07478 6.56092 -11.58818
H -6.40631 4.90721 -11.34577
H -5.34309 6.27743 -11.45690
H -6.06934 7.19578 -9.20106
H -8.30327 5.19796 -9.62258
H -8.27361 6.72885 -8.76333
C -14.21755 2.93240 -10.64139
O -14.29801 1.61717 -10.10464
H -14.14286 3.61486 -9.79426
H -13.41032 3.07993 -11.35664
H -15.20023 3.19464 -11.05058
H -14.39416 0.99665 -10.83266
C -8.78492 2.02613 -6.17055
O -7.60832 1.83864 -6.92309
H -9.17752 3.04630 -6.23969
H -9.60500 1.40230 -6.52872
H -8.64438 1.78152 -5.11410
H -6.97383 2.52118 -6.65715
C -14.38968 4.77949 -4.39618
O -13.60025 3.84705 -3.70335
H -14.52672 4.46152 -5.42940
H -15.32401 5.07161 -3.91523
H -13.89656 5.74916 -4.55991
H -13.02683 4.30494 -3.08470


(4)
119
Properties=species:S:1:pos:R:3 method="wB97M-V/def2-TZVPD" total_charge=+1 e_homo_ev=-11.96 max_force_ev_per_a=6.70 spin_multiplicity=1 lumo_ev=-3.403
C 6.42556 -2.17412 3.59847
C 4.87101 -1.69079 3.29992
C 4.74421 -0.29756 2.45099
C 4.23490 -0.45039 0.90579
C 2.79644 -1.19099 0.69201
N 1.57242 -0.37621 1.02587
C 0.55564 -1.07221 0.09433
N -0.24854 -2.16352 0.41632
C -0.17089 -2.73706 1.81914
C -0.52050 -4.37170 1.85315
C -1.17261 -1.86853 2.83546
C -0.22773 -1.28065 4.08067
N 0.61026 -0.31648 -1.25093
C 1.59574 0.86391 -1.11403
C 1.47590 1.04228 0.51929
C 2.24195 2.26931 1.27840
P 0.85236 3.52262 1.82133
O 1.55204 4.79587 2.51542
O -0.16063 4.02711 0.49807
O -0.08212 2.64369 3.04318
H 7.14044 -1.93058 2.69332
H 6.36270 -3.35476 3.75108
H 6.79443 -1.73280 4.62539
H 4.32006 -2.61450 2.84165
H 4.40066 -1.47950 4.37676
H 5.84744 0.15640 2.39340
H 4.13311 0.46058 3.10998
H 5.04641 -1.12074 0.34216
H 4.23366 0.57807 0.30477
H 2.78150 -1.57215 -0.43960
H 2.80362 -2.19591 1.33654
H -0.86446 -2.52964 -0.35211
H 0.90825 -2.65542 2.30882
H -0.20760 -4.82386 0.81070
H 0.14353 -4.82448 2.72155
H -1.64857 -4.53128 2.12574
H -1.62201 -0.92600 2.29335
H -1.97342 -2.59266 3.28967
H -0.89281 -0.75403 4.90406
H 0.37677 -2.16786 4.58326
H 0.52266 -0.44451 3.67710
H 1.05710 -0.86364 -2.03267
H 2.72131 0.64098 -1.44025
H 1.17930 1.84286 -1.60576
H 0.32178 1.32802 0.63145
H 3.07219 2.79193 0.62709
H 2.67677 1.85066 2.28011
H -0.60300 3.24229 0.05576
H -0.91832 3.14976 3.27387
C -0.49250 -4.19468 -3.63244
C -1.48886 -5.29898 -3.77657
O -2.10558 -5.34899 -2.50406
C -1.94284 -4.11857 -1.93550
O -2.49499 -3.75503 -0.91049
O -1.08285 -3.34829 -2.66390
H -0.32921 -3.65615 -4.56997
H 0.47165 -4.54823 -3.25229
H -2.25150 -5.07821 -4.53084
H -1.01757 -6.25589 -4.01713
C -3.30771 3.94611 -0.04681
C -4.74428 4.23050 0.25046
O -5.39982 3.89077 -0.95659
C -4.59506 3.00145 -1.60861
O -4.92544 2.37182 -2.59962
O -3.37346 2.90808 -1.00657
H -2.75567 3.62052 0.83913
H -2.79427 4.80560 -0.49036
H -5.13721 3.60088 1.05574
H -4.91695 5.28016 0.50357
C -2.10615 2.44780 -4.46271
C -2.57497 3.46716 -5.44967
O -1.68287 3.30307 -6.53564
C -1.19273 2.03130 -6.45798
O -0.52780 1.49509 -7.32862
O -1.54453 1.43802 -5.27996
H -2.92408 2.04672 -3.85794
H -1.32863 2.83682 -3.79697
H -3.59520 3.27393 -5.79767
H -2.52126 4.48507 -5.05389
C -7.93636 3.14521 -4.71496
C -7.13134 1.88793 -4.65023
O -8.08509 0.87684 -4.91516
C -9.10344 1.46391 -5.60940
O -10.01261 0.85338 -6.14637
O -8.97101 2.82247 -5.62506
H -7.35227 3.99545 -5.07769
H -8.38315 3.40594 -3.74983
H -6.35266 1.84997 -5.41933
H -6.67026 1.73905 -3.66998
C 4.26559 -1.44909 7.76332
C 3.46640 -2.47177 8.50387
O 2.45124 -2.82133 7.58226
C 2.92756 -2.52801 6.33697
O 2.38339 -2.85732 5.29624
O 4.09212 -1.81938 6.40842
H 5.32378 -1.46859 8.03808
H 3.87967 -0.43410 7.90454
H 4.05087 -3.36660 8.74257
H 3.03326 -2.07382 9.42565
C -5.08337 6.60484 -9.09333
C -5.49367 5.33438 -8.42207
O -4.89170 5.43181 -7.14526
C -4.69586 6.76024 -6.89912
O -4.35258 7.21780 -5.82186
O -4.93516 7.50932 -8.01495
H -5.83625 6.96434 -9.80013
H -4.12333 6.51275 -9.61191
H -6.57900 5.25938 -8.29666
H -5.13522 4.44845 -8.95339
C 8.46615 -4.93469 5.38318
C 8.50035 -6.25559 6.08106
O 7.92894 -5.97133 7.34391
C 7.15003 -4.86132 7.18632
O 6.37753 -4.43667 8.02929
O 7.34766 -4.28955 5.96259
H 8.33713 -5.03801 4.30229
H 9.36099 -4.33476 5.57924
H 7.88751 -7.01058 5.57736
H 9.51758 -6.64068 6.19335